# C22H39BaBrN2O5PS

A structure of composition C22H39BaBrN2O5PS (the ωB97M-V functional and the def2-TZVPD basis, the OMol25 dataset).

The largest force on an atom is 0.17126 hartree/bohr. The LUMO energy is -4.30 eV.

```
! wB97M-V def2-TZVPD RIJCOSX def2/J DEFGRID3
* xyz 1 1
Ba -6.837 0.073 -1.726
Br -2.253 2.165 -1.959
S -0.383 -1.314 -5.263
P -1.094 0.040 -4.043
O -2.421 0.697 -4.851
O -4.361 -0.754 -3.206
O -5.040 0.697 -1.600
O 0.101 1.225 -3.988
O -3.755 0.189 2.566
N 1.891 3.758 1.163
N -1.500 -0.574 -2.474
C 3.015 4.574 1.071
C 1.243 4.029 2.369
C -3.417 -1.003 0.487
C 1.979 5.065 3.101
C 1.408 -3.611 0.889
C 4.500 0.159 0.252
C -4.300 -0.456 3.724
C 3.646 -1.171 0.046
C 3.165 5.405 2.251
C 2.580 -2.940 1.726
C 0.297 -2.606 0.377
C -4.008 -0.048 -2.270
C -1.695 -2.044 -2.434
C 3.587 1.393 0.715
C 2.859 -1.423 1.400
C 0.592 -2.178 -1.123
C -4.473 -0.179 1.360
C -0.334 -2.856 -2.200
C -2.338 -0.079 -0.196
C -2.544 0.183 -1.765
C 1.341 2.734 0.261
C 2.409 1.692 -0.285
H 0.513 1.216 -3.101
H 0.624 -1.049 -1.201
H 2.990 -0.975 -0.838
H 3.539 -1.044 2.223
H 0.300 3.573 2.755
H 4.349 -2.006 -0.206
H 4.948 0.495 -0.732
H 4.011 6.106 2.397
H 5.299 0.055 1.031
H 1.786 -4.180 -0.002
H 2.818 2.142 -1.239
H 1.754 5.516 4.090
H -2.377 -2.394 -1.605
H -5.330 -0.859 1.611
H 1.951 -0.767 1.435
H -4.030 0.196 4.607
H -3.856 -1.467 3.937
H 0.204 -3.085 -3.150
H 0.120 -1.734 1.069
H 0.543 2.188 0.845
H 4.310 2.253 0.829
H -3.909 -1.753 -0.196
H -5.419 -0.530 3.721
H -2.862 -1.625 1.253
H -2.361 0.904 0.359
H -1.280 -0.446 -0.087
H 0.787 3.261 -0.574
H 3.644 4.457 0.160
H 0.886 -4.331 1.589
H 3.163 1.236 1.750
H -2.043 0.876 -5.741
H -2.156 -2.473 -3.373
H 1.829 0.743 -0.488
H 3.523 -3.539 1.558
H -4.764 0.792 0.883
H -0.655 -3.851 -1.767
H 2.332 -3.055 2.817
H 1.646 -2.516 -1.351
H -0.687 -3.172 0.356
*
```

# C22H39CdN3O2PSi

A structure of composition C22H39CdN3O2PSi (the ωB97M-V functional and the def2-TZVPD basis, the OMol25 dataset).

The largest force on an atom is 0.01206 hartree/bohr. The LUMO energy is -2.62 eV. The value obtained for the energy above the lowest of the compared OMol25 structures with the same formula, charge and spin is 3.5 kcal per mole.

```
! wB97M-V def2-TZVPD RIJCOSX def2/J DEFGRID3
* xyz 1 1
Cd 0.380 0.563 -0.101
P 2.776 0.931 -1.170
Si 1.014 -2.073 1.755
O -2.454 -0.900 0.556
O 1.139 2.960 0.447
N 0.645 -1.526 0.169
N -0.361 3.914 1.826
N -1.526 1.758 -0.180
C -4.202 2.460 -0.093
C 1.327 5.322 0.791
C 1.900 -3.697 1.890
C 3.504 -0.677 -1.586
C -2.031 2.355 0.909
C -0.428 -2.102 -3.348
C 3.033 1.913 -2.678
C -2.337 1.516 -1.215
C 0.078 -4.204 -2.353
C 0.326 -2.187 -1.007
C -3.367 2.711 0.984
C -4.536 -2.108 0.137
C -0.339 -3.479 -3.464
C 3.970 1.664 -0.009
C 0.403 -3.585 -1.159
C 2.093 -0.744 2.506
C -1.086 2.672 2.043
C -0.507 -2.165 2.835
C -0.106 -1.479 -2.150
C -3.101 -1.875 -0.272
C 0.706 3.972 1.003
C -3.673 1.861 -1.221
H -0.357 1.871 2.170
H -0.753 -1.505 -4.191
H -2.527 -2.806 -0.262
H 0.650 5.952 0.212
H 4.541 -0.560 -1.907
H -4.281 1.645 -2.088
H 2.298 -3.785 2.906
H 2.255 5.205 0.242
H -0.221 -0.391 -2.113
H -3.747 3.175 1.884
H -0.238 -2.466 3.851
H 1.652 0.259 2.422
H 1.523 5.819 1.742
H 2.925 -1.139 -2.387
H 2.524 1.445 -3.521
H -2.388 -1.267 1.445
H -4.595 -2.529 1.143
H 3.075 -0.713 2.024
H 3.820 2.741 0.020
H 2.629 2.916 -2.541
H -0.744 4.774 2.180
H -1.009 -1.193 2.914
H -1.631 2.756 2.981
H 3.832 1.271 0.997
H -3.037 -1.480 -1.287
H -5.250 2.725 -0.048
H 4.987 1.447 -0.342
H 2.735 -3.789 1.192
H -1.223 -2.902 2.456
H 0.152 -5.283 -2.416
H 2.253 -0.925 3.573
H 1.230 -4.545 1.731
H -5.020 -2.810 -0.545
H 3.459 -1.337 -0.720
H -0.588 -3.976 -4.392
H 4.098 1.982 -2.903
H 0.724 -4.192 -0.325
H -1.896 1.015 -2.068
H -5.098 -1.172 0.125
*
```